{
  "formula": "C45H48N2O3PSTeTi",
  "method": "ωB97M-V/def2-TZVPD",
  "e_homo_ev": [-3.53, -4.17],
  "spin_multiplicity": 3,
  "total_charge": -1,
  "energy_ev": -107104.754,
  "s2": 2.007,
  "elements": ["Ti", "C", "C", "C", "C", "C", "C", "C", "C", "C", "C", "C", "C", "N", "C", "C", "C", "C", "C", "N", "C", "C", "C", "C", "H", "H", "H", "H", "H", "H", "H", "H", "H", "H", "H", "H", "H", "H", "H", "H", "H", "H", "H", "H", "H", "H", "H", "H", "H", "H", "H", "H", "H", "O", "S", "O", "O", "C", "C", "C", "C", "C", "C", "P", "C", "C", "C", "C", "C", "C", "C", "C", "C", "C", "C", "C", "H", "H", "H", "H", "H", "H", "H", "H", "H", "H", "H", "H", "H", "H", "Te", "C", "C", "C", "C", "C", "C", "H", "H", "H", "H", "H"],
  "xyz": [[-0.0870, -0.1376, 0.1300], [1.9092, -4.1707, 0.0580], [0.8587, -3.4569, 0.9119], [1.2304, -3.5414, 2.3950], [-0.5301, -4.0153, 0.6548], [-0.6907, -5.3939, 0.7230], [-1.9123, -5.9924, 0.4728], [-2.9755, -5.1978, 0.0864], [-2.8761, -3.8109, 0.0062], [-4.1002, -3.1058, -0.5940], [-5.1739, -2.6645, 0.4132], [-3.7977, -1.9941, -1.5985], [-1.6510, -3.2080, 0.3778], [-1.5424, -1.8021, 0.4728], [-2.4277, -1.2032, 1.2102], [-2.6122, 0.1963, 1.2176], [-3.5787, 0.9267, 1.9235], [-3.4599, 2.2370, 1.4760], [-2.4135, 2.2610, 0.5347], [-1.9048, 1.0296, 0.3723], [-1.8822, 3.4596, -0.2216], [-1.2604, 3.0101, -1.5431], [-3.0308, 4.4292, -0.5176], [-0.8212, 4.1866, 0.6178], [2.8817, -3.6942, 0.2015], [1.6431, -4.1208, -0.9998], [2.0145, -5.2215, 0.3381], [0.9045, -2.4013, 0.6303], [1.2406, -4.5820, 2.7321], [0.5199, -2.9812, 3.0010], [2.2234, -3.1143, 2.5618], [0.1612, -6.0124, 0.9790], [-2.0226, -7.0678, 0.5369], [-3.9153, -5.6652, -0.1890], [-4.5706, -3.9033, -1.1778], [-4.9413, -1.7001, 0.8623], [-5.3012, -3.4027, 1.2082], [-6.1311, -2.5529, -0.1026], [-3.4071, -1.0898, -1.1335], [-4.7212, -1.7276, -2.1199], [-3.0694, -2.3184, -2.3413], [-3.0878, -1.7870, 1.8513], [-4.2799, 0.5281, 2.6415], [-4.0624, 3.0789, 1.7805], [-1.9970, 2.4855, -2.1555], [-0.4198, 2.3322, -1.3830], [-0.8861, 3.8751, -2.0993], [-3.8229, 3.9364, -1.0852], [-2.6614, 5.2766, -1.1014], [-3.4627, 4.8223, 0.4047], [0.0198, 3.5314, 0.8386], [-1.2485, 4.5226, 1.5656], [-0.4493, 5.0619, 0.0750], [1.2239, 1.2768, 3.7742], [1.3730, 0.6710, 2.4842], [0.5519, -0.5433, 2.2692], [1.1510, 1.5487, 1.3253], [3.0541, 0.1033, 2.3747], [3.6898, -0.1785, 3.5767], [4.9668, -0.7131, 3.5850], [5.6021, -0.9592, 2.3782], [4.9675, -0.6647, 1.1799], [3.6821, -0.1219, 1.1438], [2.7898, 0.1758, -0.4350], [3.9317, -0.5653, -1.6589], [5.0016, 0.1298, -2.2221], [5.8356, -0.4922, -3.1403], [5.6141, -1.8165, -3.4985], [4.5470, -2.5115, -2.9482], [3.7023, -1.8822, -2.0441], [3.0680, 1.9588, -0.7478], [3.7622, 2.7855, 0.1313], [3.9038, 4.1379, -0.1448], [3.3594, 4.6742, -1.3054], [2.6730, 3.8517, -2.1871], [2.5244, 2.4997, -1.9084], [3.1638, 0.0312, 4.4984], [5.4592, -0.9372, 4.5223], [6.6005, -1.3792, 2.3648], [5.4858, -0.8611, 0.2504], [5.1724, 1.1632, -1.9461], [6.6589, 0.0583, -3.5789], [6.2655, -2.2993, -4.2169], [4.3524, -3.5350, -3.2447], [2.8274, -2.3947, -1.6701], [4.1777, 2.3774, 1.0440], [4.4338, 4.7747, 0.5527], [3.4667, 5.7309, -1.5171], [2.2418, 4.2548, -3.0949], [1.9789, 1.8666, -2.6015], [-0.1329, -1.2079, -2.6258], [0.8212, 0.1658, -3.9429], [0.2216, 1.3923, -4.2417], [0.8665, 2.3339, -5.0357], [2.1253, 2.0670, -5.5588], [2.7192, 0.8389, -5.2991], [2.0710, -0.1017, -4.5060], [-0.7543, 1.6131, -3.8308], [0.3836, 3.2832, -5.2400], [2.6338, 2.8053, -6.1672], [3.6970, 0.6096, -5.7073], [2.5485, -1.0507, -4.3103]],
  "lowdin_charge": [0.533, -0.073, -0.377, -0.055, -0.123, -0.050, -0.088, -0.058, -0.121, -0.364, -0.068, -0.078, -0.153, -0.014, -0.119, -0.333, -0.040, -0.042, -0.257, 0.029, -0.538, -0.060, -0.063, -0.032, 0.072, 0.074, 0.070, 0.067, 0.077, 0.076, 0.075, 0.104, 0.095, 0.108, 0.116, 0.054, 0.078, 0.075, 0.057, 0.080, 0.031, 0.139, 0.098, 0.090, 0.087, 0.052, 0.088, 0.087, 0.079, 0.071, 0.061, 0.086, 0.081, -0.278, 0.473, -0.374, -0.405, -0.266, -0.057, -0.077, -0.077, -0.069, -0.315, 1.091, -0.370, -0.085, -0.087, -0.094, -0.081, -0.126, -0.363, -0.081, -0.083, -0.093, -0.070, -0.082, 0.112, 0.101, 0.101, 0.098, 0.108, 0.099, 0.097, 0.106, 0.044, 0.105, 0.098, 0.095, 0.098, 0.075, 0.790, -0.673, -0.187, -0.117, -0.119, -0.100, -0.168, 0.068, 0.098, 0.091, 0.095, 0.073]
}

{
  "formula": "C34H71Cl47NOP",
  "method": "ωB97M-V/def2-TZVPD",
  "e_homo_ev": -7.99,
  "total_charge": 0,
  "energy_ev": -637780.283,
  "elements": ["C", "C", "C", "C", "C", "C", "O", "C", "C", "N", "Cl", "P", "C", "C", "C", "H", "H", "H", "H", "H", "H", "H", "H", "H", "H", "H", "H", "H", "H", "H", "H", "H", "H", "H", "H", "H", "H", "H", "H", "H", "C", "Cl", "Cl", "H", "H", "C", "Cl", "Cl", "H", "H", "C", "Cl", "Cl", "H", "H", "C", "Cl", "Cl", "H", "H", "C", "Cl", "Cl", "H", "H", "C", "Cl", "Cl", "H", "H", "C", "Cl", "Cl", "H", "H", "C", "Cl", "Cl", "H", "H", "C", "Cl", "Cl", "H", "H", "C", "Cl", "Cl", "H", "H", "C", "Cl", "Cl", "H", "H", "C", "Cl", "Cl", "H", "H", "C", "Cl", "Cl", "H", "H", "C", "Cl", "Cl", "H", "H", "C", "Cl", "Cl", "H", "H", "C", "Cl", "Cl", "H", "H", "C", "Cl", "Cl", "H", "H", "C", "Cl", "Cl", "H", "H", "C", "Cl", "Cl", "H", "H", "C", "Cl", "Cl", "H", "H", "C", "Cl", "Cl", "H", "H", "C", "Cl", "Cl", "H", "H", "C", "Cl", "Cl", "H", "H"],
  "xyz": [[-3.1211, 0.7858, -0.2368], [-3.5637, 1.1799, -1.6985], [-3.7645, -0.0306, -2.6880], [-2.6304, -1.1127, -2.6195], [-1.3174, -0.6800, -3.4089], [-0.0590, -1.0269, -2.5248], [1.0443, -0.1020, -2.7411], [1.5844, 0.1653, -1.4373], [2.9873, 0.8758, -1.4734], [3.6351, 0.6966, -0.1353], [2.7488, 1.6318, 1.0359], [0.5361, -2.8141, -2.5695], [-0.8967, -3.9663, -2.0960], [0.9864, -3.3645, -4.3114], [1.8165, -4.7107, -4.1078], [-3.2198, -0.2982, -0.0046], [-2.0629, 1.1232, -0.0840], [-3.7551, 1.3188, 0.5096], [-4.5644, 1.6787, -1.6114], [-2.8809, 1.9541, -2.1250], [-4.7584, -0.4979, -2.4675], [-3.8185, 0.4080, -3.7201], [-3.0528, -2.0498, -3.0727], [-2.3744, -1.3974, -1.5665], [-1.3039, -1.1286, -4.4260], [-1.3755, 0.4408, -3.4875], [-0.3892, -0.8444, -1.4641], [1.6971, -0.7554, -0.8086], [0.8689, 0.8782, -0.9424], [2.9077, 1.9833, -1.6067], [3.6695, 0.4809, -2.2624], [3.6304, -0.2899, 0.1291], [-0.5286, -5.0124, -2.0560], [-1.1973, -3.6405, -1.0680], [-1.7836, -3.8354, -2.7557], [0.1108, -3.5603, -4.9774], [1.6781, -2.6651, -4.8308], [1.1739, -5.6200, -4.1852], [2.2636, -4.6525, -3.0853], [2.6773, -4.7684, -4.8134], [4.8344, 0.4128, 1.2409], [4.8391, -1.1014, 0.3293], [6.4200, 0.7385, 1.9540], [4.5744, 1.2257, 0.5694], [4.0986, 0.3416, 2.0376], [4.2619, -3.5642, 3.1314], [3.8221, -4.9815, 4.0900], [2.8399, -2.9054, 2.3069], [4.6755, -2.8056, 3.7898], [5.0018, -3.8533, 2.3907], [0.0545, 4.2749, 1.4348], [0.2206, 5.7286, 2.4312], [-1.1468, 3.1652, 2.1052], [-0.2644, 4.5682, 0.4401], [1.0156, 3.7707, 1.3853], [-2.6998, 5.0666, 4.2987], [-2.9401, 6.6546, 5.0386], [-3.7001, 3.8354, 5.0759], [-2.9677, 5.1245, 3.2484], [-1.6549, 4.7869, 4.3990], [3.7888, -7.5650, -2.0842], [4.3054, -8.7723, -0.9045], [2.2538, -6.8289, -1.6173], [4.5402, -6.7815, -2.1208], [3.6909, -8.0298, -3.0609], [-4.8812, 0.6556, 3.5773], [-5.8919, 0.5741, 2.1317], [-3.1892, 0.9640, 3.1652], [-5.2397, 1.4622, 4.2108], [-4.9489, -0.2896, 4.1078], [1.7469, -8.1609, 4.2458], [2.5514, -8.0769, 2.6753], [2.2565, -9.5846, 5.1632], [1.9982, -7.2706, 4.8116], [0.6748, -8.2083, 4.0892], [-0.6142, 10.0492, 4.2081], [-0.5439, 8.4840, 3.3914], [0.9376, 10.4632, 4.9459], [-0.8727, 10.8132, 3.4810], [-1.3722, 10.0057, 4.9850], [3.2974, 0.2159, -5.3813], [3.0535, -1.1813, -6.4404], [4.9101, 0.2012, -4.6579], [3.1815, 1.1237, -5.9661], [2.5537, 0.1874, -4.5867], [0.2205, -4.6761, 4.5923], [-0.2384, -6.0597, 5.5976], [-1.1779, -4.0351, 3.7214], [0.6322, -3.8994, 5.2264], [0.9654, -4.9974, 3.8691], [-6.6536, 7.0212, 4.8363], [-7.3108, 8.6603, 4.7390], [-7.4263, 6.0931, 6.1269], [-6.8250, 6.5170, 3.8896], [-5.5881, 7.0816, 5.0368], [-1.3874, -0.8845, 5.7657], [-1.7543, 0.8125, 5.4442], [0.2263, -1.3213, 5.1908], [-1.4387, -1.0605, 6.8362], [-2.1190, -1.5031, 5.2531], [-6.2276, 1.2682, -5.5004], [-6.3446, 2.9402, -4.9269], [-4.5511, 0.8104, -5.8300], [-6.6265, 0.6086, -4.7405], [-6.8042, 1.1706, -6.4148], [-3.8824, 4.9125, -6.5330], [-4.0036, 6.5849, -5.9746], [-2.2023, 4.4569, -6.8321], [-4.2868, 4.2529, -5.7706], [-4.4499, 4.8049, -7.4528], [-0.2186, -0.6432, -8.0040], [-0.5041, 1.0880, -7.8073], [-1.1288, -1.5844, -6.8172], [-0.5265, -0.9410, -9.0022], [0.8396, -0.8327, -7.8644], [9.6495, 0.0242, 0.0473], [9.6501, -1.4913, -0.8607], [11.2362, 0.3500, 0.7581], [9.3922, 0.8373, -0.6250], [8.9154, -0.0439, 0.8438], [-1.6711, 5.4034, -2.9289], [-1.1413, 4.1049, -1.8513], [-3.1553, 6.1621, -2.3403], [-0.8896, 6.1552, -2.9858], [-1.8559, 4.9866, -3.9156], [-8.7804, -2.0723, -5.6047], [-8.8998, -0.4052, -5.0283], [-7.1014, -2.5176, -5.9304], [-9.1805, -2.7363, -4.8443], [-9.3549, -2.1689, -6.5212], [7.2210, -6.3539, 5.2281], [6.4459, -5.5985, 6.6230], [7.4380, -5.1974, 3.9072], [8.1943, -6.7311, 5.5282], [6.5978, -7.1732, 4.8801], [-6.8407, 4.3184, 1.1256], [-5.7584, 3.7400, -0.1466], [-6.2308, 3.8918, 2.7307], [-6.9216, 5.4012, 1.0474], [-7.8191, 3.8657, 0.9883], [-8.6066, 5.8780, -1.9918], [-8.0209, 6.6191, -0.4969], [-9.9574, 4.7824, -1.6795], [-8.9370, 6.6620, -2.6668], [-7.7946, 5.3153, -2.4446], [14.5036, 1.4396, 1.9863], [15.7531, 0.9799, 0.8241], [15.0901, 1.3094, 3.6485], [14.2082, 2.4673, 1.7970], [13.6501, 0.7800, 1.8628], [5.6815, -8.2808, 9.3582], [4.8104, -8.6714, 7.8695], [7.3220, -7.7131, 9.0218], [5.1417, -7.5006, 9.8868], [5.7390, -9.1733, 9.9742]],
  "lowdin_charge": [-0.146, -0.246, -0.227, -0.203, -0.152, -0.488, -0.194, -0.234, -0.182, -0.643, 0.779, 0.994, -0.264, -0.419, -0.220, 0.068, 0.049, -0.016, 0.057, 0.052, 0.113, 0.004, 0.098, 0.084, 0.020, 0.118, 0.101, 0.109, 0.113, 0.119, 0.077, -0.194, 0.026, 0.038, 0.027, 0.048, 0.002, 0.058, -0.014, 0.066, -1.093, 0.770, 0.538, -0.076, -0.002, -1.004, 0.527, 0.508, 0.037, 0.015, -0.987, 0.520, 0.548, -0.055, -0.023, -1.051, 0.532, 0.508, 0.007, -0.018, -1.019, 0.506, 0.535, 0.028, 0.030, -0.977, 0.525, 0.445, -0.010, 0.031, -1.091, 0.493, 0.506, -0.042, 0.000, -1.015, 0.455, 0.505, 0.026, 0.025, -0.981, 0.566, 0.536, 0.033, 0.005, -1.041, 0.558, 0.511, -0.029, -0.021, -1.050, 0.499, 0.498, -0.014, -0.040, -0.987, 0.470, 0.532, 0.032, 0.009, -1.032, 0.547, 0.567, -0.044, 0.015, -1.042, 0.505, 0.505, -0.053, 0.030, -1.010, 0.500, 0.564, 0.029, -0.042, -1.030, 0.503, 0.526, 0.029, -0.026, -0.991, 0.577, 0.501, 0.033, -0.012, -0.994, 0.563, 0.520, 0.029, 0.028, -1.012, 0.469, 0.511, 0.028, 0.028, -1.046, 0.539, 0.527, -0.074, 0.028, -0.988, 0.579, 0.513, 0.028, 0.016, -1.048, 0.500, 0.501, 0.028, -0.039, -1.017, 0.484, 0.482, 0.028, 0.024]
}

{
  "formula": "C2H3LiO2Rh",
  "method": "ωB97M-V/def2-TZVPD",
  "e_homo_ev": [-25.99, -27.46],
  "spin_multiplicity": 5,
  "total_charge": 3,
  "energy_ev": -9388.298,
  "e_above_lowest_ev": 0.148,
  "s2": 6.025,
  "elements": ["O", "C", "C", "O", "Rh", "H", "H", "Li", "H"],
  "xyz": [[-1.6314, 1.6663, -0.6585], [-0.7388, 1.0837, -0.2145], [-0.4316, -0.2373, 0.4542], [0.7429, -0.7973, -0.0189], [2.3536, 0.1067, -0.2165], [-1.3356, -0.8568, 0.3083], [-0.3149, 0.0243, 1.5245], [0.4746, -2.5048, -0.7362], [0.8813, 1.5151, -0.4424]],
  "lowdin_charge": [0.457, 0.021, -0.161, -0.426, 1.542, 0.197, 0.197, 0.909, 0.265]
}

{
  "formula": "C6H14N2",
  "method": "ωB97M-V/def2-TZVPD",
  "e_homo_ev": -8.13,
  "total_charge": 0,
  "energy_ev": -9427.755,
  "e_above_lowest_ev": 1.729,
  "elements": ["C", "C", "C", "C", "H", "H", "H", "H", "H", "H", "H", "H", "C", "C", "N", "N", "H", "H", "H", "H", "H", "H"],
  "xyz": [[-0.2147, 0.9283, 1.8594], [-0.3621, -0.5258, 2.1940], [-1.3042, -1.2882, 1.6460], [-1.4997, -2.7603, 1.8819], [-0.1804, 1.0511, 0.7753], [-1.0517, 1.5179, 2.2385], [0.6928, 1.3717, 2.2671], [0.2837, -0.9984, 2.9270], [-2.0007, -0.8599, 0.9276], [-0.7535, -3.2104, 2.5335], [-2.4517, -2.9565, 2.3919], [-1.5917, -3.2683, 0.9223], [1.3709, 0.5919, -1.6123], [0.3433, 1.1189, -2.2716], [-1.0009, 0.7233, -2.2170], [2.6724, 1.2179, -1.6093], [1.3220, -0.3829, -1.1304], [0.5238, 1.9497, -2.9462], [-1.6042, 1.4548, -2.5462], [-1.2832, 0.3556, -1.3232], [3.3367, 0.5799, -2.0301], [2.9554, 1.3896, -0.6525]],
  "lowdin_charge": [-0.107, -0.178, -0.195, -0.113, 0.042, 0.075, 0.068, 0.099, 0.097, 0.069, 0.070, 0.068, -0.251, -0.219, 0.037, -0.014, 0.099, 0.110, 0.071, 0.057, 0.058, 0.056]
}